Entry from the Open Molecules 2025 dataset: a 2-piece molecular cluster, C6H4I2N2O overall at a distorted geometry (ωB97M-V/def2-TZVPD).

Energy relative to the best compared isomer or geometry (same formula, charge and spin)   1.000 eV
HOMO-LUMO gap (spin up / spin down)   7.59 / 7.59 eV
Highest occupied orbital energy (spin up / spin down)   -8.27 / -8.27 eV

```
15
Properties=species:S:1:pos:R:3:forces:R:3:nbo_charge:R:1
C 1.179913 -1.764180 0.698674 1.54 1.14 0.21 -0.238
C 1.317319 -0.529434 0.021999 -1.08 -1.43 1.35 -0.120
C -0.083793 -2.219959 0.901472 0.97 -1.34 -0.05 0.051
C -1.119340 -0.531745 -0.194752 1.72 -0.70 1.36 0.108
C 0.149206 0.078640 -0.444296 -0.42 -1.98 0.53 -0.285
C 0.021602 1.204980 -1.273617 -2.27 3.34 -0.17 0.825
N -1.179957 -1.662836 0.505562 -1.96 1.21 -1.01 -0.394
N -1.055469 2.487747 -0.081745 1.80 -2.49 -0.49 -1.026
O -0.029981 1.550128 -2.384700 0.86 -0.53 0.70 -0.414
I -1.589900 3.882859 -1.351264 -0.66 1.34 -0.95 0.349
I 0.341792 3.148913 1.288126 0.11 -0.06 0.15 0.253
H 2.004581 -2.341500 1.217086 -0.79 1.10 -1.04 0.237
H 2.251630 -0.061300 0.124602 1.07 0.82 -0.78 0.236
H -0.147251 -3.166967 1.363362 -0.52 -0.93 0.80 0.190
H -2.060352 -0.075345 -0.390509 -0.36 0.50 -0.60 0.227
```
Positions in Å, forces in eV/Å.

Entry from the Open Molecules 2025 dataset: C6H4NO2S2 as an isolated structure at a distorted geometry (ωB97M-V/def2-TZVPD).

Energy relative to the best compared isomer or geometry (same formula, charge and spin)   3.559 eV
Net charge   -1
HOMO-LUMO gap   7.06 eV
Highest occupied orbital energy   -4.19 eV

```
15
Properties=species:S:1:pos:R:3:forces:R:3:nbo_charge:R:1
C -0.925897 -2.176954 -0.985090 1.96 4.67 -0.42 0.220
C -0.042372 0.841098 2.299059 -0.31 -0.04 -0.39 -0.267
C 0.256550 -0.018469 1.230134 -0.90 1.51 -1.67 -0.247
C -0.769667 1.964328 1.962228 0.73 -2.08 -1.64 -0.412
C -0.191112 0.304917 -0.017884 -1.80 3.11 3.35 -0.140
C -0.155673 -0.375489 -1.213039 -0.31 -4.76 -1.12 -0.397
N -1.317199 -3.207913 -0.694060 -0.62 -1.60 0.33 -0.513
O 1.281461 -1.526303 -3.266054 0.18 0.13 -0.08 -0.994
O 1.972371 0.659952 -2.389426 0.64 2.08 -0.64 -1.008
S -1.200866 1.911277 0.292548 1.31 -1.77 -0.72 0.295
S 1.738859 -0.729703 -2.125462 -1.32 -1.83 0.81 1.586
H 0.291691 0.361491 3.187769 0.11 1.01 1.43 0.218
H 0.854404 -0.853011 1.312458 1.10 -1.88 0.51 0.218
H -0.965322 2.906072 2.362698 -0.27 0.95 1.46 0.223
H -0.827227 -0.061294 -1.955882 -0.49 0.51 -1.21 0.218
```
Positions in Å, forces in eV/Å.

Entry from the Open Molecules 2025 dataset: one molecule with the formula C6H4O at a distorted geometry (ωB97M-V/def2-TZVPD).

Energy relative to the best compared isomer or geometry (same formula, charge and spin)   4.063 eV
SMILES   C#CC(=O)C#CC
HOMO-LUMO gap   10.37 eV
Highest occupied orbital energy   -10.30 eV

```
11
Properties=species:S:1:pos:R:3:forces:R:3:nbo_charge:R:1
C -2.223534 0.598957 0.917010 0.63 -0.30 0.08 -0.126
C -1.067840 0.265758 0.757708 -0.41 -1.20 1.83 -0.203
C -0.078135 -0.746285 1.437563 -0.63 0.42 0.09 0.502
O -0.300420 -1.097764 2.563434 0.24 0.25 -0.68 -0.468
C 0.998135 -1.126313 0.545388 0.00 0.39 -0.56 -0.185
C 1.351357 -0.636651 -0.505886 -0.14 -0.20 0.45 0.179
C 1.206457 0.312949 -1.585595 -0.03 0.08 -0.08 -0.705
H -3.214522 0.740179 1.292014 -0.04 0.42 -0.55 0.242
H 2.062217 0.983077 -1.688503 -0.16 -0.05 -0.06 0.248
H 0.314287 0.854270 -1.191453 0.43 0.14 -0.59 0.266
H 0.951996 -0.148176 -2.541678 0.11 0.06 0.09 0.250
```
Positions in Å, forces in eV/Å.

Entry from the Open Molecules 2025 dataset: C6H4O as an isolated structure (ωB97M-V/def2-TZVPD).

Energy relative to the best compared isomer or geometry (same formula, charge and spin)   2.852 eV
HOMO-LUMO gap   9.88 eV
Highest occupied orbital energy   -9.39 eV

```
11
Properties=species:S:1:pos:R:3:forces:R:3:mulliken_charge:R:1
C 3.139307 0.237304 0.280449 -0.55 -0.12 0.24 -0.829
C 1.889196 0.105071 0.388126 0.46 0.10 0.07 0.308
C 0.469330 0.027969 0.348561 -0.06 0.17 -0.19 0.293
C -0.488760 0.974570 0.139162 0.13 -0.06 -0.02 -0.376
C -1.658669 0.267372 -0.257751 -0.06 -0.12 0.00 -0.338
C -1.320377 -1.050257 -0.246692 -0.23 0.06 -0.04 -0.333
O -0.043757 -1.219091 0.137062 0.01 0.01 -0.07 -0.254
H 2.523209 -0.275593 -0.669981 0.32 0.08 -0.16 0.272
H -0.348191 2.043210 0.227955 -0.01 -0.18 -0.09 0.448
H -2.598793 0.690506 -0.576903 0.04 -0.09 0.17 0.388
H -1.843689 -1.957257 -0.508060 -0.05 0.14 0.10 0.422
```
Positions in Å, forces in eV/Å.

Entry from the Open Molecules 2025 dataset: C6H4O as an isolated structure (ωB97M-V/def2-TZVPD).

Energy relative to the best compared isomer or geometry (same formula, charge and spin)   2.796 eV
HOMO-LUMO gap   10.21 eV
Highest occupied orbital energy   -9.50 eV

```
11
Properties=species:S:1:pos:R:3:forces:R:3:nbo_charge:R:1
C 3.189124 -0.559381 -0.154418 -0.71 0.18 -0.16 0.001
C 1.934326 -0.397958 -0.077821 0.40 -0.14 0.18 -0.401
C 0.533437 -0.212215 0.112101 -0.06 0.26 0.03 0.181
C -0.168097 0.873028 0.531943 0.06 -0.07 0.00 -0.233
C -1.541669 0.552848 0.328693 -0.10 -0.11 -0.02 -0.319
C -1.555654 -0.695611 -0.209567 -0.22 0.11 0.07 0.119
O -0.305742 -1.176660 -0.353926 -0.01 0.00 0.04 -0.376
H 2.388717 0.011790 -1.105327 0.66 -0.06 -0.16 0.337
H 0.266244 1.789263 0.908275 -0.12 -0.17 -0.01 0.241
H -2.396521 1.171875 0.554756 0.06 -0.11 -0.05 0.238
H -2.344164 -1.356978 -0.534712 0.04 0.12 0.08 0.212
```
Positions in Å, forces in eV/Å.

Entry from the Open Molecules 2025 dataset: C6H4O as an isolated structure (ωB97M-V/def2-TZVPD).

Energy relative to the best compared isomer or geometry (same formula, charge and spin)   4.718 eV
HOMO-LUMO gap   9.26 eV
Highest occupied orbital energy   -8.31 eV

```
11
Properties=species:S:1:pos:R:3:forces:R:3:nbo_charge:R:1
C 1.630471 0.603319 -0.516887 -0.07 -0.25 0.26 -0.279
C 1.396954 -0.506036 0.108414 0.11 0.17 -0.06 0.034
C 0.570223 -0.992868 1.105745 0.15 -0.14 -0.16 0.140
C 0.338031 0.730214 0.266944 -0.26 0.35 0.11 -0.146
C -0.986188 0.396144 -0.317027 0.02 -0.17 0.04 -0.361
C -1.339738 -0.882217 -0.138905 -0.03 0.25 -0.14 0.160
O -0.558719 -1.670860 0.648001 0.03 0.03 0.10 -0.488
H 2.383838 1.216858 -0.973655 -0.13 -0.12 -0.12 0.260
H 0.408894 1.372853 1.143171 -0.05 -0.12 -0.03 0.239
H -1.615846 1.117623 -0.820842 0.11 -0.10 -0.04 0.238
H -2.227923 -1.385030 -0.504955 0.13 0.11 0.03 0.205
```
Positions in Å, forces in eV/Å.